[1]
The following is a quantum chemistry calculation of C29H31FeN4O6S5 as an isolated structure in a non-equilibrium geometry, from the OMol25 dataset.

Last column: Löwdin charge in e.
Geometry (Å):
Fe  0.320  0.700  -1.461  -0.243
S  0.632  -1.574  -1.804  0.709
C  -0.801  -2.036  -2.676  -0.633
C  -0.946  -3.354  -3.139  -0.124
C  -2.083  -3.764  -3.806  -0.106
C  -3.131  -2.876  -4.035  -0.112
C  -3.010  -1.574  -3.581  -0.120
C  -1.856  -1.158  -2.927  -0.500
S  -1.771  0.524  -2.358  0.977
C  -1.356  1.343  -3.932  -0.355
C  0.101  1.329  -4.294  -0.294
C  0.528  1.704  -5.562  -0.013
C  1.884  1.764  -5.823  -0.054
C  2.780  1.429  -4.821  -0.013
C  2.289  1.034  -3.589  -0.295
C  3.186  0.573  -2.481  -0.356
S  2.502  0.937  -0.840  0.965
C  2.733  2.702  -0.778  -0.494
C  4.001  3.189  -0.469  -0.119
C  4.239  4.548  -0.411  -0.111
C  3.179  5.423  -0.646  -0.102
C  1.917  4.942  -0.930  -0.124
C  1.651  3.562  -1.006  -0.636
S  0.034  3.009  -1.335  0.703
N  0.974  1.003  -3.342  0.002
H  -0.140  -4.053  -2.950  0.092
H  -2.161  -4.791  -4.143  0.094
H  -4.033  -3.199  -4.540  0.091
H  -3.822  -0.868  -3.715  0.105
H  -1.669  2.383  -3.814  0.079
H  -1.951  0.900  -4.732  0.088
H  -0.202  1.960  -6.318  0.116
H  2.242  2.073  -6.797  0.106
H  3.848  1.465  -4.987  0.113
H  4.193  0.976  -2.585  0.088
H  3.231  -0.519  -2.511  0.067
H  4.799  2.482  -0.266  0.101
H  5.225  4.924  -0.172  0.092
H  3.340  6.494  -0.595  0.097
H  1.097  5.628  -1.100  0.094
C  0.157  -3.996  4.442  -0.110
C  0.252  -3.314  5.798  -0.289
S  0.835  -1.616  5.787  0.645
O  1.243  -1.334  7.144  -0.337
O  1.789  -1.465  4.716  -0.313
C  -0.591  -0.599  5.473  -0.210
C  -1.205  -0.665  4.079  -0.142
N  -0.598  0.237  3.107  0.077
C  0.072  -0.134  1.989  -0.294
N  0.244  0.892  1.156  0.096
C  -0.378  1.953  1.720  -0.041
C  -0.908  1.576  2.920  -0.140
N  -1.606  2.393  3.832  -0.336
O  -1.886  3.526  3.471  0.068
O  -2.013  1.898  4.881  0.044
C  0.570  -1.501  1.737  -0.003
H  0.017  -5.067  4.589  0.076
H  1.071  -3.839  3.872  0.074
H  -0.682  -3.635  3.851  0.066
H  0.992  -3.795  6.440  0.097
H  -0.695  -3.312  6.339  0.100
H  -0.261  0.406  5.732  0.102
H  -1.324  -0.896  6.224  0.111
H  -2.258  -0.411  4.145  0.125
H  -1.184  -1.656  3.646  0.079
H  -0.411  2.921  1.252  0.075
H  -0.230  -2.222  1.903  0.075
H  1.421  -1.724  2.380  0.072
H  0.847  -1.573  0.691  -0.001
C  -4.155  -1.990  -0.008  -0.027
C  -2.905  -1.419  0.684  -0.712
O  -2.727  -1.729  1.887  -0.063
O  -2.157  -0.716  -0.035  -0.120
H  -4.910  -2.290  0.718  0.056
H  -3.853  -2.869  -0.583  0.066
H  -4.566  -1.265  -0.711  0.060

Calculated values
net charge	-1
energy above the lowest of the compared OMol25 structures with the same formula, charge and spin	0.0	kcal per mole



[2]
The following is a quantum chemistry calculation of a 2-piece molecular cluster, C29H31N3O4S2 overall in a non-equilibrium geometry, from the OMol25 dataset.

Last column: Löwdin charge in e.
Geometry (Å):
C  -3.326  -0.437  3.133  -0.040
C  -2.953  -0.740  1.692  -0.356
C  -3.740  -1.913  1.163  -0.060
N  -1.550  -1.168  1.608  -0.011
N  -1.323  -2.437  1.917  0.149
N  0.002  -2.532  2.075  -0.002
C  0.556  -3.888  2.263  -0.345
C  0.104  -4.724  1.077  -0.041
C  0.021  -4.464  3.564  -0.047
C  0.623  -1.356  1.826  -0.100
C  2.074  -1.237  1.928  -0.162
C  2.713  -1.326  3.191  -0.035
C  4.098  -1.296  3.279  -0.084
C  4.874  -1.202  2.113  -0.078
C  4.250  -1.119  0.861  -0.067
C  2.864  -1.105  0.768  -0.004
C  -0.368  -0.448  1.459  -0.165
C  -0.303  0.893  0.992  -0.012
H  -4.383  -0.155  3.219  0.088
H  -3.163  -1.328  3.756  0.085
H  -2.726  0.391  3.521  0.081
H  -3.021  0.147  1.060  0.142
H  -4.815  -1.716  1.209  0.089
H  -3.468  -2.095  0.121  0.085
H  -3.506  -2.807  1.752  0.074
H  1.644  -3.775  2.293  0.144
H  0.413  -5.768  1.206  0.087
H  -0.990  -4.673  1.000  0.082
H  0.550  -4.340  0.151  0.090
H  0.306  -5.523  3.651  0.088
H  0.437  -3.924  4.421  0.079
H  -1.075  -4.386  3.581  0.081
H  2.083  -1.394  4.085  0.118
H  4.578  -1.347  4.260  0.106
H  5.963  -1.209  2.175  0.103
H  4.848  -1.065  -0.052  0.111
H  2.356  -1.016  -0.196  0.090
H  0.417  1.553  1.504  0.097
H  -1.277  1.235  0.625  0.079
C  -0.565  0.711  -6.642  -0.061
C  -0.842  1.703  -5.702  -0.037
C  -0.739  1.385  -4.354  -0.248
C  -0.360  0.117  -3.935  -0.246
C  -0.021  -0.856  -4.872  -0.042
C  -0.147  -0.559  -6.228  -0.066
S  -0.182  -0.088  -2.164  0.703
O  -1.273  -0.868  -1.606  -0.314
O  1.193  -0.494  -1.924  -0.325
C  -0.350  1.602  -1.719  -0.411
C  0.339  2.101  -0.581  -0.172
C  0.261  3.590  -0.435  -0.223
C  -0.954  4.300  -0.560  -0.045
C  -0.958  5.700  -0.544  -0.065
C  0.231  6.412  -0.343  -0.078
C  1.412  5.700  -0.116  -0.078
C  1.404  4.308  -0.087  -0.031
S  -0.945  2.618  -3.066  0.696
O  -0.010  3.678  -3.372  -0.293
O  -2.359  2.909  -2.923  -0.320
H  -0.664  0.940  -7.698  0.107
H  -1.129  2.714  -5.989  0.127
H  0.345  -1.818  -4.519  0.122
H  0.093  -1.325  -6.961  0.106
H  1.363  1.707  -0.458  0.114
H  -1.926  3.797  -0.624  0.116
H  -1.899  6.248  -0.670  0.110
H  0.245  7.505  -0.370  0.104
H  2.352  6.223  0.051  0.101
H  2.299  3.739  0.160  0.116

Calculated values
total energy	-2385.086944	hartree



[3]
The following is a quantum chemistry calculation of a 5-piece molecular cluster, C29H31N6O4 overall in a non-equilibrium geometry, from the OMol25 dataset.

Last column: Löwdin charge in e.
Geometry (Å):
C  4.268  -1.933  -4.876  0.034
C  3.274  -2.604  -4.750  -0.093
C  1.892  -3.185  -4.295  -0.221
N  1.377  -2.605  -3.046  -0.010
C  2.125  -2.973  -1.838  -0.239
C  2.344  -4.548  -1.657  -0.603
O  3.161  -5.212  -2.331  -0.046
O  1.589  -5.166  -0.767  -0.132
N  3.375  -2.185  -1.631  0.026
C  3.113  -0.839  -1.133  -0.391
C  3.816  0.360  -1.909  0.007
O  2.451  -0.543  -0.161  0.073
C  4.323  -2.855  -0.732  -0.407
C  5.724  -3.229  -1.375  0.000
O  4.105  -3.102  0.430  0.126
H  5.132  -1.241  -4.971  0.039
H  1.889  -4.313  -4.337  0.110
H  1.174  -2.861  -5.116  0.114
H  0.375  -2.786  -2.935  0.116
H  1.449  -2.699  -0.967  0.149
H  3.077  1.165  -2.148  0.085
H  4.626  0.729  -1.203  0.090
H  4.350  -0.070  -2.796  0.048
H  6.571  -2.825  -0.750  0.076
H  5.810  -4.321  -1.610  0.085
H  5.790  -2.682  -2.367  0.062
N  1.836  3.253  0.255  0.060
C  0.997  4.179  0.741  -0.161
C  0.273  4.026  1.911  -0.094
C  0.420  2.843  2.622  -0.108
C  1.279  1.868  2.141  -0.069
C  1.961  2.120  0.960  -0.143
H  0.914  5.085  0.148  0.097
H  -0.389  4.810  2.257  0.061
H  -0.131  2.684  3.542  0.104
H  1.417  0.933  2.668  0.108
H  2.646  1.389  0.546  0.070
N  -4.627  2.447  0.279  0.044
C  -5.134  1.537  1.119  -0.167
C  -4.362  0.709  1.918  -0.079
C  -2.982  0.825  1.843  -0.071
C  -2.432  1.758  0.979  -0.064
C  -3.293  2.541  0.225  -0.153
H  -6.218  1.481  1.141  0.096
H  -4.827  -0.008  2.582  0.098
H  -2.343  0.195  2.450  0.109
H  -1.361  1.877  0.892  0.086
H  -2.909  3.287  -0.463  0.101
N  -1.659  6.740  2.229  0.050
C  -1.241  7.452  3.283  -0.149
C  -2.058  8.299  4.014  -0.077
C  -3.384  8.423  3.632  -0.086
C  -3.841  7.698  2.543  -0.073
C  -2.944  6.875  1.881  -0.138
H  -0.195  7.324  3.542  0.106
H  -1.665  8.849  4.860  0.100
H  -4.055  9.077  4.178  0.103
H  -4.870  7.769  2.215  0.102
H  -3.255  6.285  1.025  0.106
N  -3.540  -5.625  -1.367  0.037
C  -4.068  -6.506  -0.510  -0.186
C  -3.314  -7.330  0.310  -0.097
C  -1.931  -7.242  0.236  -0.079
C  -1.358  -6.338  -0.645  -0.052
C  -2.203  -5.557  -1.418  -0.145
H  -5.153  -6.541  -0.491  0.090
H  -3.796  -8.024  0.987  0.090
H  -1.306  -7.870  0.860  0.103
H  -0.281  -6.241  -0.730  0.073
H  -1.803  -4.833  -2.120  0.097

Calculated values
net charge	-1
total energy	-1753.087072	hartree